# 1
The following is a quantum chemistry calculation of one molecule with the formula C21H31N3O5S in a non-equilibrium geometry, from the OMol25 dataset.

```
61
Properties=species:S:1:pos:R:3:lowdin_charge:R:1
H -1.16033 4.11573 -0.08459 0.092
H 3.17291 0.64362 -0.78103 0.118
O 1.03497 0.44031 -0.24041 0.090
C 6.21911 -1.26418 -0.89095 -0.152
H 4.21907 0.10914 1.41340 0.120
S -4.64476 -0.44936 0.82933 0.668
C 4.77312 1.97856 -0.75140 -0.168
H 5.38671 2.14685 1.31423 0.114
H 5.96763 -1.60586 -1.90025 0.129
C -4.16677 0.24529 -2.70553 -0.064
N -5.15026 -0.80629 -0.71955 -0.266
H 5.04301 -2.74749 1.73167 0.125
H -5.08077 1.23105 -1.01109 0.108
H -4.30636 -0.65660 -3.29610 0.073
C 5.57010 1.48619 0.46602 -0.150
H -6.13990 -2.16457 -1.92160 0.123
C 2.42908 2.45508 -0.19574 -0.416
H 6.92149 -0.43439 -0.96700 0.119
O 2.61389 3.63279 0.05604 0.071
C 5.17402 0.06214 0.88369 -0.200
H 5.92419 -0.31679 1.59408 0.115
O -5.21021 0.78647 1.29900 -0.289
C 4.79204 -3.07694 0.71088 -0.190
C -0.09707 2.32782 0.32132 -0.128
H -6.22267 0.38751 -2.06438 0.119
C -2.13914 -1.30543 0.18318 -0.051
C -5.22870 0.33038 -1.61149 -0.255
H -8.16952 -2.37103 -0.45778 0.076
H -7.43598 -1.24151 0.69292 0.071
C -7.50265 -1.51868 -0.35610 -0.072
C -0.79320 -1.18571 -0.09540 0.031
H 7.71309 -2.82972 -0.68120 0.126
H 4.83312 3.06678 -0.81767 0.120
C -2.89808 -0.18988 0.53103 -0.274
O 5.96063 -3.49904 0.04053 -0.132
H 3.21054 -1.61337 0.48160 0.116
C 6.86499 -2.42712 -0.12537 -0.190
N 3.38065 1.62371 -0.66536 0.079
H -7.91984 -0.68123 -0.91106 0.069
C -0.24530 0.08822 -0.01456 -0.190
H 7.21758 -2.08381 0.86010 0.119
H -4.24084 1.10826 -3.36207 0.074
H -5.71947 -2.71523 -0.28342 0.108
H -0.18667 -2.03552 -0.36379 0.120
H 3.80994 -2.31140 -1.04010 0.128
H 6.63274 1.53805 0.22661 0.103
C 1.11261 1.79955 -0.03586 -0.089
C -6.11007 -1.87944 -0.86605 -0.256
C -2.36705 1.07418 0.61913 0.025
H 0.47484 4.34704 0.56964 0.071
C -1.00890 1.22123 0.34014 -0.089
H 5.17819 1.53324 -1.66252 0.118
C -0.42460 3.74165 0.62614 -0.010
O -4.81466 -1.62620 1.62893 -0.277
C 4.10546 -1.93819 -0.05337 -0.163
N 4.98528 -0.80033 -0.27286 -0.188
H -2.99367 1.90394 0.90273 0.124
H -3.17220 0.21927 -2.26761 0.062
H -2.63470 -2.26152 0.14852 0.118
H -0.85422 3.81724 1.62379 0.092
H 4.14358 -3.95250 0.76979 0.125
```

Calculated values
energy relative to the best compared isomer or geometry (same formula, charge and spin)	54.0	kcal per mole
gap between HOMO and LUMO	8.799	eV
E	-47822.863	eV
SMILES string	CCN(CC)S(=O)(=O)c1ccc2oc(C(=O)NCCCN3CCOCC3)c(C)c2c1
HOMO	-8.6	eV

=====

# 2
The following is a quantum chemistry calculation of one molecule with the formula C21H31N5S, from the OMol25 dataset.

```
58
Properties=species:S:1:pos:R:3:lowdin_charge:R:1
H -2.41910 -2.16466 -2.30290 0.124
H -1.35334 2.75986 6.33789 0.104
H 4.24047 0.54124 -1.58006 0.089
H -3.99669 -4.63228 -3.60382 0.112
H 0.74649 1.35649 4.62070 0.067
C -0.36748 0.90716 0.78258 0.001
C -3.14566 -4.21619 -4.15107 -0.253
H 2.87648 2.35278 -0.73685 0.116
C 1.27387 2.66330 0.62173 -0.241
C 0.51124 -1.83538 -1.33837 -0.271
C 3.47440 0.33658 -2.32677 -0.041
C 1.70656 -1.37727 -1.96514 0.050
H 2.22442 -2.00228 -2.67532 0.100
H 2.02521 3.73489 5.27405 0.127
H -0.59259 -4.31476 -4.64285 0.125
C -0.27180 1.52069 4.96689 -0.109
C -1.27663 -3.43116 -0.99587 -0.139
C 0.07253 2.14725 1.14833 -0.036
H -0.77391 -2.62442 -4.09504 0.126
H 3.28369 1.25697 -2.87747 0.090
N -2.06446 -4.06627 -3.19953 -0.192
C 0.29984 -3.88856 -2.71814 -0.136
C 2.21961 -0.14844 -1.66947 -0.205
N 1.42402 3.75225 3.28228 -0.003
C 0.35482 0.12508 -0.14289 -0.222
H -2.77672 -2.52818 -5.46869 0.064
H -0.58483 0.62490 5.49893 0.072
H -4.40982 -3.18579 -5.55940 0.069
C 1.53824 0.66385 -0.71555 -0.116
C -2.37073 -3.23740 -2.04909 -0.170
H 0.29452 -4.93859 -2.40819 0.128
H 1.56244 5.30647 4.59016 0.054
H -1.45762 -2.79226 -0.13335 0.108
N 1.73601 3.93324 0.99177 0.033
H -3.93953 -2.19486 -4.17903 0.065
H 2.20593 4.47683 0.28121 0.118
H 0.36379 2.61698 6.70134 0.105
H -1.28578 0.50179 1.17762 0.113
C -3.59275 -2.94634 -4.88408 -0.085
H -1.24600 -4.48126 -0.69208 0.126
N 0.01445 -3.08595 -1.55350 -0.074
C -0.11423 4.07287 5.19384 -0.192
C 1.30126 4.24607 4.62987 -0.216
H -3.33542 -3.54596 -1.64193 0.125
H -0.83494 4.20828 4.38460 0.114
H -2.82448 -4.96051 -4.88629 0.112
H -0.92298 1.64403 4.10432 0.064
N -0.12941 -1.08555 -0.45963 0.152
H 3.85727 -0.40862 -3.01971 0.078
H -0.51939 2.76066 1.81150 0.110
H 1.27706 -3.65572 -3.13530 0.105
S 2.21070 6.09895 2.33931 0.612
C 1.74487 4.51355 2.22372 -0.869
C -0.35766 2.73206 5.88905 -0.265
H -0.28844 4.86693 5.92184 0.108
C 1.97567 1.93381 -0.31389 0.039
C -0.79273 -3.68220 -3.77509 -0.173
H 1.22926 2.77506 3.12281 0.101
```

Calculated values
energy relative to the best compared isomer or geometry (same formula, charge and spin)	2.2	kcal per mole
gap between HOMO and LUMO	7.747	eV
E	-40567.119	eV
SMILES string	CCCCNC(=S)Nc1ccc2nc(N3CCN(CC)CC3)cc(C)c2c1
HOMO	-7.4	eV

=====

Q: The highest energy relative to the best compared isomer or geometry (same formula, charge and spin) belongs to which entry?
A: C21H31N3O5S